1.
{"formula": "C5H11NO", "method": "ωB97M-V with the def2-TZVPD basis set", "lumo_energy_ev": 0.9876, "e_homo_ev": -9.2, "smiles": "CCN1C[C@H]1CO", "energy_ha": -327.026241, "species": ["C", "C", "N", "C", "C", "C", "O", "H", "H", "H", "H", "H", "H", "H", "H", "H", "H", "H"], "coordinates": [[-1.982, 0.413, -0.904], [-1.511, -0.534, 0.341], [-0.129, -0.496, 0.835], [0.391, 0.822, 1.188], [0.729, 0.183, -0.103], [2.058, -0.383, -0.504], [2.891, -0.725, 0.576], [-2.762, 1.094, -0.570], [-2.385, -0.239, -1.685], [-1.334, 1.088, -1.506], [-2.152, -0.387, 1.226], [-1.661, -1.579, 0.038], [-0.304, 1.661, 1.186], [1.118, 0.822, 1.998], [0.133, 0.539, -0.928], [1.885, -1.244, -1.173], [2.582, 0.381, -1.086], [2.435, -1.416, 1.073]], "forces_ev_per_angstrom": [[-0.3, -0.3, 0.4], [-0.3, 0.2, -0.5], [-0.1, 0.0, -0.2], [0.0, 0.2, 0.1], [0.2, 0.1, -0.2], [0.0, 0.1, -0.2], [0.0, -0.3, 0.2], [-0.3, -0.2, 0.1], [-0.2, 0.0, 0.3], [0.1, -0.6, 0.9], [0.0, 0.2, -0.5], [-0.1, 0.3, -0.1], [0.1, -0.1, -0.1], [-0.1, 0.0, -0.2], [0.8, 0.2, -0.2], [0.1, 0.1, 0.1], [0.1, -0.1, 0.1], [0.1, 0.1, 0.0]], "nbo_charge": [-0.6770, -0.2221, -0.4109, -0.2653, -0.1250, -0.0634, -0.7116, 0.2173, 0.2197, 0.2174, 0.1987, 0.1995, 0.1911, 0.2152, 0.2023, 0.1606, 0.1819, 0.4715]}

---

2.
{"formula": "C25H32N6SSr", "method": "ωB97M-V with the def2-TZVPD basis set", "lumo_energy_ev": 0.3110, "e_homo_ev": -6.7, "energy_ha": -1729.318172, "species": ["Sr", "C", "C", "C", "C", "C", "H", "H", "H", "H", "H", "C", "N", "C", "C", "C", "C", "C", "C", "C", "N", "C", "C", "C", "C", "C", "C", "N", "C", "C", "H", "H", "H", "H", "H", "H", "H", "H", "H", "H", "H", "H", "H", "H", "H", "H", "H", "H", "H", "H", "C", "C", "C", "N", "N", "C", "N", "S", "H", "H", "H", "H", "H", "H", "H"], "coordinates": [[0.813, 1.237, 0.525], [2.020, 3.058, 2.644], [2.441, 1.738, 2.886], [3.255, 1.336, 1.802], [3.320, 2.407, 0.886], [2.546, 3.473, 1.409], [1.438, 3.665, 3.321], [2.246, 1.148, 3.771], [3.770, 0.391, 1.697], [3.923, 2.426, -0.012], [2.453, 4.451, 0.958], [-1.685, 3.402, -0.315], [-1.485, 2.668, 0.935], [-1.336, 3.605, 2.049], [-2.539, 1.688, 1.140], [-3.677, 2.037, 1.845], [-4.689, 1.120, 2.107], [-4.524, -0.175, 1.666], [-3.401, -0.543, 0.936], [-2.388, 0.376, 0.588], [-1.268, 0.145, -0.178], [-1.083, -0.815, -1.152], [-1.836, -1.989, -1.364], [-1.586, -2.870, -2.406], [-0.565, -2.645, -3.305], [0.212, -1.508, -3.127], [-0.010, -0.625, -2.087], [0.866, 0.540, -1.989], [0.396, 1.618, -2.858], [2.282, 0.248, -2.239], [-2.562, 4.060, -0.258], [-0.807, 4.017, -0.532], [-1.836, 2.689, -1.123], [-2.176, 4.305, 2.133], [-1.234, 3.055, 2.983], [-0.428, 4.186, 1.894], [-3.780, 3.049, 2.211], [-5.568, 1.415, 2.663], [-5.270, -0.928, 1.890], [-3.305, -1.580, 0.675], [-2.646, -2.239, -0.708], [-2.213, -3.748, -2.503], [-0.374, -3.324, -4.125], [1.018, -1.300, -3.819], [0.517, 1.361, -3.919], [-0.658, 1.802, -2.666], [0.964, 2.533, -2.662], [2.485, 0.031, -3.295], [2.889, 1.108, -1.947], [2.578, -0.615, -1.645], [2.148, -4.974, -1.521], [2.949, -4.316, -0.400], [2.110, -3.361, 0.388], [2.088, -2.098, 0.143], [1.189, -1.407, 0.919], [0.531, -2.183, 1.726], [-0.469, -1.736, 2.537], [1.008, -3.839, 1.635], [2.781, -5.642, -2.105], [1.732, -4.217, -2.186], [1.315, -5.557, -1.127], [3.774, -3.730, -0.806], [3.382, -5.070, 0.261], [-0.979, -0.932, 2.191], [-1.063, -2.425, 2.966]], "forces_ev_per_angstrom": [[0.2, 0.4, 0.6], [-0.3, 0.0, 0.0], [0.2, -0.3, -0.2], [0.2, 0.1, 0.0], [0.1, 0.0, 0.1], [0.1, -0.1, -0.4], [0.0, 0.0, 0.0], [-0.1, 0.0, 0.0], [0.0, 0.0, 0.0], [0.0, 0.1, 0.0], [-0.1, 0.0, 0.1], [0.0, -0.1, -0.1], [-0.1, -0.2, 0.1], [0.1, 0.1, -0.1], [0.0, 0.0, 0.0], [0.1, -0.1, 0.0], [0.0, 0.1, 0.0], [0.0, -0.1, 0.0], [0.0, 0.1, 0.1], [0.0, -0.2, -0.2], [-0.1, 0.2, -0.3], [-0.1, 0.1, 0.0], [0.1, 0.0, 0.0], [-0.1, -0.1, 0.1], [0.1, 0.0, -0.1], [-0.1, -0.1, 0.1], [0.1, 0.0, 0.0], [-0.2, -0.1, 0.1], [0.0, 0.0, 0.0], [-0.1, -0.1, -0.1], [0.0, 0.0, 0.0], [0.0, 0.0, 0.0], [0.0, 0.0, 0.0], [0.0, 0.0, 0.0], [0.0, 0.0, 0.0], [0.0, 0.0, 0.0], [0.0, 0.0, 0.0], [0.0, 0.0, 0.0], [0.0, 0.0, 0.0], [0.0, 0.0, 0.0], [0.0, 0.0, 0.0], [0.0, 0.0, 0.0], [0.0, 0.0, 0.0], [0.0, 0.0, 0.0], [0.0, 0.0, 0.0], [0.0, 0.0, 0.0], [0.0, 0.0, 0.0], [0.1, 0.1, 0.0], [0.0, 0.0, 0.0], [0.0, 0.0, 0.0], [0.0, 0.0, -0.1], [0.0, 0.0, 0.2], [0.3, 0.1, -0.3], [0.0, 0.0, 0.2], [0.1, -0.1, 0.0], [-0.3, 0.1, -0.1], [0.0, 0.1, 0.2], [-0.1, -0.2, 0.1], [0.0, 0.0, 0.0], [0.0, 0.0, 0.0], [0.0, 0.0, 0.0], [0.0, 0.0, 0.0], [0.0, 0.0, 0.0], [0.0, -0.1, -0.1], [0.0, 0.0, 0.0]], "nbo_charge": [1.8139, -0.3635, -0.3952, -0.4096, -0.4250, -0.3979, 0.2099, 0.2162, 0.2199, 0.2125, 0.2119, -0.4212, -0.5302, -0.4194, 0.1608, -0.2441, -0.2643, -0.2109, -0.2519, 0.1076, -0.8227, 0.1559, -0.2424, -0.2064, -0.2730, -0.2236, 0.0943, -0.5324, -0.4122, -0.4416, 0.1854, 0.1947, 0.2165, 0.1709, 0.2140, 0.2145, 0.2078, 0.2113, 0.2074, 0.1931, 0.1941, 0.2066, 0.2105, 0.2056, 0.1847, 0.2131, 0.1939, 0.1761, 0.2021, 0.2449, -0.5997, -0.4444, 0.0575, -0.2680, -0.4207, 0.2404, -0.7989, 0.3532, 0.2143, 0.2256, 0.2073, 0.2361, 0.2173, 0.4190, 0.3984]}

---

3.
{"formula": "C10H14BrNO3", "method": "ωB97M-V with the def2-TZVPD basis set", "lumo_energy_ev": -1.5406, "e_homo_ev": -6.7, "energy_ha": -3243.824952, "species": ["O", "C", "O", "C", "C", "C", "Br", "C", "C", "C", "N", "C", "C", "H", "H", "H", "H", "H", "H", "H", "H", "H", "H", "H", "C", "O", "H", "H", "H"], "coordinates": [[1.319, 1.105, 2.902], [0.876, 1.265, 1.812], [0.595, 2.495, 1.305], [-0.753, 2.938, 1.549], [-1.831, 2.262, 0.712], [-2.500, 1.053, 1.397], [-4.289, 1.462, 2.011], [0.645, 0.117, 0.871], [0.712, 0.357, -0.501], [0.484, -0.685, -1.382], [0.186, -1.887, -0.895], [0.115, -2.153, 0.408], [0.347, -1.153, 1.336], [-0.753, 3.994, 1.295], [-0.992, 2.892, 2.614], [-1.490, 2.019, -0.291], [-2.622, 2.998, 0.573], [-1.894, 0.703, 2.228], [-2.565, 0.220, 0.703], [0.943, 1.348, -0.855], [0.526, -0.518, -2.444], [0.034, -2.638, -1.592], [-0.142, -3.148, 0.730], [0.300, -1.352, 2.395], [2.532, -2.744, -3.367], [1.377, -2.982, -2.703], [3.151, -3.638, -3.595], [2.427, -2.259, -4.366], [3.262, -2.070, -2.847]], "forces_ev_per_angstrom": [[0.1, -0.1, 0.7], [0.1, -0.2, -0.2], [-0.3, -0.3, 0.0], [-0.3, 0.7, -0.3], [-0.6, 0.0, 0.5], [0.8, -0.1, -0.7], [0.1, -0.1, 0.1], [0.0, 0.4, -0.5], [-0.1, -0.5, 0.1], [0.1, 1.0, 0.4], [-0.6, -0.4, -0.1], [0.0, 0.4, 0.6], [0.2, 0.0, -0.1], [0.3, 0.1, -0.1], [0.1, -0.2, 0.1], [0.2, -0.1, 0.0], [0.1, 0.2, -0.1], [-0.3, 0.1, 0.3], [-0.3, 0.0, 0.0], [0.0, 0.0, -0.2], [0.0, -0.6, -0.2], [1.1, 0.0, -0.5], [0.0, -0.2, -0.3], [0.0, -0.1, 0.0], [0.8, 0.1, -0.5], [-0.7, 0.0, 0.3], [-0.2, -0.1, 0.2], [-0.3, 0.0, 0.1], [-0.2, 0.0, 0.2]], "nbo_charge": [-0.4970, 0.7803, -0.5355, -0.0715, -0.4763, -0.4424, 0.0121, -0.1059, -0.2144, 0.1151, -0.3876, 0.0722, -0.2009, 0.2103, 0.1926, 0.2277, 0.2414, 0.2098, 0.2198, 0.2532, 0.2666, 0.5227, 0.2373, 0.2541, -0.2029, -1.0035, 0.1216, 0.1074, 0.0939]}